(1)
# C2H4FNO

A 2-piece molecular cluster, C2H4FNO overall (the ωB97M-V functional and the def2-TZVPD basis, the Open Molecules 2025 dataset).

Output
Molecular weight: 77.06 u
Charge: 0

Last column: Mulliken charge in e.
Atoms and positions in Å:
C -1.057 0.255 -0.159  0.452
C 0.878 0.871 0.278  -0.311
N -1.095 -1.081 -0.140  -0.318
O -1.830 1.177 -0.118  -0.495
F 1.681 -0.034 -0.441  -0.278
H 0.788 1.875 -0.074  0.267
H 1.191 0.894 1.432  0.228
H -0.378 -1.656 0.026  0.213
H -2.025 -1.539 -0.088  0.242

(2)
# C2H4FNO

One molecule with the formula C2H4FNO (the ωB97M-V functional and the def2-TZVPD basis, the Open Molecules 2025 dataset).

Output
Molecular weight: 77.06 u
SMILES: C=NOCF
Charge: 0

Last column: Mulliken charge in e.
Atoms and positions in Å:
C 1.734 -0.724 -0.111  -0.267
N 0.619 -0.250 0.328  -0.406
O -0.081 0.527 -0.539  -0.153
C -1.424 0.584 0.113  0.070
F -1.878 -0.667 0.002  -0.242
H 2.443 -1.077 0.596  0.274
H 2.077 -0.592 -1.222  0.238
H -1.441 0.878 1.119  0.211
H -2.048 1.321 -0.286  0.276

Energy comparison, zero being the most stable, in kcal/mol: (1) 0.0; (2) 20.4.

(1)
# C2H4FNO

A 2-piece molecular cluster, C2H4FNO overall (the ωB97M-V functional and the def2-TZVPD basis, the Open Molecules 2025 dataset).

Output
Molecular weight: 77.06 u
SMILES: N=C=O.CF
Charge: 0

Last column: Mulliken charge in e.
Atoms and positions in Å:
N -1.583 -0.010 -0.331  -0.347
C -2.324 -0.936 -0.517  0.448
O -3.041 -1.827 -0.438  -0.385
H -0.906 0.488 -0.846  0.285
C 1.605 0.555 0.468  -0.134
F 1.444 -0.888 0.105  -0.294
H 2.618 0.952 0.248  0.239
H 1.318 0.702 1.556  0.207
H 0.868 0.965 -0.244  -0.017

(2)
# C2H4FNO

A 2-piece molecular cluster, C2H4FNO overall (the ωB97M-V functional and the def2-TZVPD basis, the Open Molecules 2025 dataset).

Output
Molecular weight: 77.06 u
SMILES: C#[N+][O-].CF
Charge: 0

Last column: Mulliken charge in e.
Atoms and positions in Å:
C -1.486 -0.974 1.304  -0.219
N -1.699 0.110 0.978  0.476
O -2.112 1.207 0.762  -0.558
H -0.711 -1.595 1.584  0.298
C 1.225 0.316 -0.889  -0.345
F 1.316 -0.998 -0.580  -0.256
H 0.405 0.344 -1.781  0.164
H 0.936 0.931 -0.061  0.191
H 2.125 0.659 -1.317  0.249

Energy comparison, zero being the most stable, in kcal/mol: (1) 0.0; (2) 70.2.

(1)
# C2H4FNO

A 2-piece molecular cluster, C2H4FNO overall (the ωB97M-V functional and the def2-TZVPD basis, the Open Molecules 2025 dataset).

Output
Molecular weight: 77.06 u
Charge: 0

Last column: Mulliken charge in e.
Atoms and positions in Å:
C -1.001 0.092 -0.076  0.280
C 1.103 0.963 0.026  -0.554
N -0.765 -1.180 0.029  -0.301
O -1.760 0.973 0.083  -0.404
F 1.832 -0.176 -0.012  -0.282
H 1.187 1.584 -0.780  0.354
H 0.809 1.191 0.990  0.377
H 0.123 -1.544 -0.238  0.281
H -1.527 -1.902 -0.022  0.249

(2)
# C2H4FNO

One molecule with the formula C2H4FNO (the ωB97M-V functional and the def2-TZVPD basis, the Open Molecules 2025 dataset).

Output
Molecular weight: 77.06 u
SMILES: CN(F)C=O
Charge: 0

Last column: Mulliken charge in e.
Atoms and positions in Å:
C -0.139 0.479 -1.103  -0.749
N 0.540 -0.320 -0.156  -0.095
F 1.640 0.502 0.352  -0.277
C -0.188 -0.702 1.345  0.137
O -1.379 -0.802 1.410  -0.401
H 0.628 0.930 -1.647  0.329
H -0.803 -0.228 -1.475  0.333
H -0.841 1.127 -0.722  0.323
H 0.542 -0.985 1.996  0.401

Energy comparison, zero being the most stable, in kcal/mol: (1) 0.0; (2) 21.1.

(1)
# C6H9N3O2

A 3-piece molecular cluster, C6H9N3O2 overall (the ωB97M-V functional and the def2-TZVPD basis, the Open Molecules 2025 dataset).

Output
Molecular weight: 155.16 u
SMILES: Cc1cnccn1.O=C=O.N
Charge: 0

Last column: Mulliken charge in e.
Atoms and positions in Å:
C 1.543 -0.974 0.482  -1.023
C 0.388 -0.088 0.553  1.025
C -0.091 0.533 -0.613  -0.496
N -1.251 1.102 -0.622  -0.533
C -1.932 1.125 0.496  -0.157
C -1.408 0.781 1.686  -0.265
N -0.277 0.063 1.665  -0.627
H 2.373 -0.275 0.882  0.297
H 1.811 -1.413 -0.614  0.241
H 1.416 -1.929 1.067  0.273
H 0.566 0.556 -1.400  0.524
H -2.996 1.616 0.485  0.261
H -1.834 0.999 2.624  0.459
O 0.655 3.873 0.666  -0.333
C 1.148 3.682 -0.335  0.749
O 1.677 3.441 -1.345  -0.410
N -0.367 -3.018 -1.369  -0.618
H -1.227 -3.314 -0.969  0.211
H 0.287 -3.680 -1.038  0.222
H -0.479 -3.080 -2.299  0.198

(2)
# C6H9N3O2

A 2-piece molecular cluster, C6H9N3O2 overall (the ωB97M-V functional and the def2-TZVPD basis, the Open Molecules 2025 dataset).

Output
Molecular weight: 155.16 u
Charge: 0

Last column: Mulliken charge in e.
Atoms and positions in Å:
C -0.368 -1.586 -0.273  -0.009
C 0.763 -1.276 -0.964  -0.914
C 0.023 0.528 0.179  -0.785
C 3.301 -0.892 0.725  0.750
C -2.092 -0.642 1.152  -0.889
C 2.103 0.736 -1.046  -0.227
N -0.841 -0.544 0.404  0.373
N 1.037 0.044 -0.644  0.138
N 2.000 2.085 -0.710  -0.475
O 2.638 -1.789 0.436  -0.369
O 4.013 -0.179 1.335  -0.447
H -1.043 -2.520 -0.340  0.295
H 1.325 -1.855 -1.601  0.489
H 0.299 1.280 1.036  0.206
H -2.698 -1.546 1.066  0.296
H -1.741 -0.556 2.120  0.369
H -2.688 0.275 0.804  0.289
H 2.883 0.288 -1.644  0.463
H 1.045 2.364 -0.587  0.228
H 2.612 2.712 -1.281  0.219

Energy comparison, zero being the most stable, in kcal/mol: (1) 0.0; (2) 65.4.

(1)
# C4H4O4

One molecule with the formula C4H4O4 (the ωB97M-V functional and the def2-TZVPD basis, the Open Molecules 2025 dataset).

Output
Molecular weight: 116.07 u
SMILES: O1[C@H]2O[C@@H]3O[C@H]2O[C@H]13
Charge: 0

Last column: Mulliken charge in e.
Atoms and positions in Å:
O 0.562 -0.981 -1.193  -0.481
C 1.164 -0.354 0.047  -0.037
O 0.700 -0.795 1.062  -0.356
C -0.818 -0.447 0.750  -0.240
O -0.593 0.911 1.158  -0.413
C 0.357 1.163 0.050  -0.315
O -0.574 0.856 -0.991  -0.413
C -0.749 -0.468 -0.868  0.184
H 2.174 -0.287 -0.295  0.508
H -1.427 -0.796 1.610  0.413
H 0.885 1.963 0.115  0.761
H -1.681 -0.765 -1.445  0.389

(2)
# C4H4O4

One molecule with the formula C4H4O4 (the ωB97M-V functional and the def2-TZVPD basis, the Open Molecules 2025 dataset).

Output
Molecular weight: 116.07 u
SMILES: Cc1oc(=O)oc1O
Charge: 0

Last column: Mulliken charge in e.
Atoms and positions in Å:
C 0.841 1.432 -0.872  -1.059
C -0.008 0.384 -0.338  0.527
O -0.961 0.865 0.552  -0.355
C -1.554 -0.320 1.184  0.630
O -2.256 -0.100 2.109  -0.495
O -1.050 -1.404 0.730  -0.295
C -0.015 -1.010 -0.155  0.312
O 0.763 -2.122 -0.564  -0.544
H 1.561 0.996 -1.644  0.313
H 1.602 1.734 -0.027  0.233
H 0.360 2.260 -1.352  0.329
H 0.718 -2.714 0.378  0.403

(3)
# C4H4O4

C4H4O4 as an isolated structure (the ωB97M-V functional and the def2-TZVPD basis, the Open Molecules 2025 dataset).

Output
Molecular weight: 116.07 u
Charge: 0

Last column: Mulliken charge in e.
Atoms and positions in Å:
C -1.334 -0.751 0.133  0.455
C -0.158 -0.641 1.204  0.782
C 0.252 0.878 -1.961  0.010
C 1.022 1.449 -1.193  -0.799
O -0.844 -0.878 -1.014  -0.683
O -0.218 -1.424 2.244  -0.381
O -2.457 -0.707 0.584  -0.576
O 0.872 0.062 1.032  -0.514
H 0.589 -1.332 2.784  0.365
H -0.386 0.456 -2.701  0.505
H 1.749 2.233 -1.117  0.390
H 0.914 0.656 0.005  0.447

(4)
# C4H4O4

One molecule with the formula C4H4O4 (the ωB97M-V functional and the def2-TZVPD basis, the Open Molecules 2025 dataset).

Output
Molecular weight: 116.07 u
SMILES: O=C(O)/C=C/C(=O)O
Charge: 0

Last column: Mulliken charge in e.
Atoms and positions in Å:
O -2.664 1.074 -0.419  -0.543
C -1.974 0.119 0.052  0.698
O -2.544 -1.097 -0.006  -0.448
C -0.491 0.301 0.480  -0.376
C 0.550 -0.382 -0.120  -0.204
C 2.134 -0.086 -0.054  0.543
O 2.930 -1.025 -0.181  -0.513
O 2.424 1.205 -0.035  -0.404
H -2.004 -1.868 0.398  0.360
H -0.140 1.305 0.716  0.295
H 0.222 -1.224 -0.813  0.266
H 1.558 1.678 -0.018  0.325

Energy comparison, zero being the most stable, in kcal/mol: (1) 78.1; (2) 10.4; (3) 51.2; (4) 0.0.

(1)
# C8H14OS

A 2-piece molecular cluster, C8H14OS overall (the ωB97M-V functional and the def2-TZVPD basis, the Open Molecules 2025 dataset).

Output
Molecular weight: 158.27 u
Charge: 0

Last column: Mulliken charge in e.
Atoms and positions in Å:
C 0.444 1.585 -0.382  -0.831
C 0.962 0.385 -0.741  1.266
C -2.653 -1.080 -0.901  -0.784
C 0.173 1.893 1.042  -0.628
C -0.209 0.736 1.864  -0.572
C 0.672 -0.543 1.663  -0.818
C 1.005 -0.697 0.195  -0.794
C 1.368 0.094 -2.101  -1.443
O -1.375 -3.011 0.410  -0.643
S -1.169 -1.873 -0.444  0.596
H 0.352 2.317 -1.067  0.588
H -2.957 -0.425 -0.127  0.308
H -2.366 -0.520 -1.768  0.301
H 1.031 2.346 1.514  0.318
H -0.670 2.642 1.139  0.317
H -0.371 1.048 2.889  0.390
H -1.212 0.543 1.591  0.132
H 1.662 -0.306 2.182  0.346
H 0.314 -1.485 2.067  0.373
H 1.731 -1.434 0.092  0.453
H 1.391 -1.049 -2.125  0.285
H 2.206 0.619 -2.565  0.349
H 0.539 0.502 -2.596  0.359
H -0.869 -2.287 -1.830  0.132

(2)
# C8H14OS

One molecule with the formula C8H14OS (the ωB97M-V functional and the def2-TZVPD basis, the Open Molecules 2025 dataset).

Output
Molecular weight: 158.27 u
Charge: 0

Last column: Mulliken charge in e.
Atoms and positions in Å:
C -1.176 0.852 0.689  -0.821
C -1.468 1.242 -1.336  -0.832
C -0.118 1.182 -1.933  -0.335
C 0.813 0.071 -1.404  -0.567
C 1.097 0.204 0.074  -1.281
C -0.099 -0.143 0.992  2.454
C 0.332 -0.120 2.422  -1.530
C -0.735 -1.514 0.617  -1.737
O -2.299 1.240 3.012  -0.586
S -2.308 1.656 1.606  0.225
H -1.994 0.266 -1.550  0.261
H -1.975 2.207 -1.265  0.472
H -0.118 1.083 -3.066  0.323
H 0.521 2.202 -1.782  0.235
H 0.318 -1.016 -1.409  0.248
H 1.686 0.211 -1.970  0.338
H 1.947 -0.423 0.564  0.398
H 1.470 1.183 0.481  0.444
H -0.422 0.390 3.041  0.346
H 1.282 0.450 2.518  0.372
H 0.440 -1.120 2.736  0.417
H -1.219 -2.012 1.471  0.484
H 0.012 -2.236 0.183  0.345
H -1.700 -1.217 0.062  0.325

Energy comparison, zero being the most stable, in kcal/mol: (1) 43.5; (2) 0.0.

(1)
# C16H17N

A 2-piece molecular cluster, C16H17N overall (the ωB97M-V functional and the def2-TZVPD basis, the Open Molecules 2025 dataset).

Output
Molecular weight: 223.32 u
SMILES: Cc1c[nH]c2ccccc12.Cc1ccccc1
Charge: 0

Last column: Mulliken charge in e.
Atoms and positions in Å:
C 2.214 4.449 -0.859  -1.456
C 1.219 3.768 -1.616  0.616
C 0.570 4.287 -2.697  -0.873
N -0.350 3.289 -3.214  -0.088
C -0.299 2.205 -2.394  -0.102
C -0.936 0.969 -2.414  -0.618
C -0.512 -0.111 -1.662  -0.590
C 0.642 0.110 -0.776  0.027
C 1.318 1.293 -0.773  -0.587
C 0.793 2.356 -1.494  0.983
H 3.129 4.017 -0.975  0.365
H 1.970 4.296 0.187  0.355
H 2.294 5.517 -1.017  0.360
H 0.520 5.230 -3.214  0.401
H -1.094 3.417 -3.844  0.205
H -1.565 0.694 -3.245  0.281
H -0.855 -1.137 -1.637  0.469
H 0.758 -0.743 -0.078  -0.125
H 2.205 1.489 -0.173  0.396
C -2.506 -1.906 3.216  -1.400
C -1.449 -2.807 2.711  1.000
C -0.541 -2.274 1.741  -0.496
C 0.727 -2.919 1.604  -0.203
C 0.963 -4.159 2.185  -0.699
C -0.209 -4.789 2.699  -0.282
C -1.401 -4.090 3.121  -0.596
H -3.488 -1.876 2.767  0.311
H -2.274 -0.826 3.180  0.348
H -2.892 -2.269 4.237  0.320
H -0.850 -1.332 1.331  0.403
H 1.477 -2.614 0.899  0.305
H 1.986 -4.534 2.129  0.369
H -0.202 -5.856 2.803  0.370
H -2.224 -4.798 3.595  0.227

(2)
# C16H17N

A 2-piece molecular cluster, C16H17N overall (the ωB97M-V functional and the def2-TZVPD basis, the Open Molecules 2025 dataset).

Output
Molecular weight: 223.32 u
SMILES: Cc1c[nH]c2ccccc12.Cc1ccccc1
Charge: 0

Last column: Mulliken charge in e.
Atoms and positions in Å:
C -3.286 1.040 -1.760  -1.183
C -3.411 1.774 -0.439  0.484
C -4.320 2.726 -0.076  -0.640
N -4.044 3.213 1.182  -0.138
C -3.016 2.427 1.737  -0.399
C -2.240 2.516 2.884  -0.601
C -1.112 1.730 3.031  -0.407
C -0.715 0.858 2.015  -0.738
C -1.328 0.901 0.773  -0.462
C -2.490 1.666 0.649  1.149
H -3.480 1.718 -2.599  0.327
H -3.986 0.214 -1.820  0.285
H -2.229 0.829 -1.926  0.315
H -5.314 2.957 -0.430  0.378
H -4.673 3.608 1.862  0.280
H -2.490 2.978 3.838  0.264
H -0.683 1.717 4.024  0.356
H 0.288 0.438 2.034  0.333
H -0.787 0.360 0.014  0.394
C 3.352 -3.144 1.005  -1.304
C 3.458 -2.620 -0.406  0.680
C 4.394 -1.670 -0.857  -0.470
C 4.246 -1.115 -2.113  -0.436
C 3.108 -1.419 -2.887  -0.340
C 2.137 -2.233 -2.404  -0.603
C 2.363 -2.908 -1.200  -0.286
H 4.219 -2.810 1.590  0.362
H 3.159 -4.185 1.236  0.352
H 2.618 -2.500 1.513  0.229
H 5.210 -1.455 -0.181  0.345
H 5.008 -0.458 -2.509  0.361
H 3.022 -0.935 -3.854  0.353
H 1.299 -2.494 -3.042  0.409
H 1.721 -3.723 -0.886  0.350

Energy comparison, zero being the most stable, in kcal/mol: (1) 29.6; (2) 0.0.